Record 1
Entry from OMol25: a molecular structure, C21H64ClGaN9O5P4 (ωB97M-V/def2-TZVPD).

```
105
Properties=species:S:1:pos:R:3
C -10.4949 -5.2020 8.0502
C -10.7155 -3.6964 7.9702
O -12.1327 -3.4854 8.2042
C -9.8465 -2.9357 8.9789
Ga -8.5065 -1.6291 8.1662
P -9.4040 -0.6872 6.1832
O -9.6196 -1.9343 5.0824
Cl -7.8675 0.4680 5.2656
H -11.0739 -5.6635 7.2480
H -10.8082 -5.5850 9.0198
H -9.4448 -5.4252 7.8579
H -10.5356 -3.4187 6.9290
H -12.4036 -2.7821 7.6141
H -9.3355 -3.6666 9.6059
H -10.5227 -2.3419 9.5939
H -7.0871 -2.3796 7.9585
H -8.2092 -0.4028 9.1617
H -8.8542 -2.5126 5.1766
O -2.4327 -3.4132 4.8583
P -2.8266 -2.2502 4.0011
N -4.4709 -2.0447 4.3776
C -5.6391 -2.4950 3.6566
C -4.7600 -1.5922 5.7349
N -2.4552 -2.9544 2.4648
C -3.3567 -3.0171 1.3368
C -1.5902 -4.1270 2.4682
N -2.6514 -0.6870 3.3818
C -3.7075 0.2619 3.0900
C -1.3621 -0.3502 2.7905
H -6.3371 -1.6618 3.5053
H -6.1713 -3.2890 4.1953
H -5.4071 -2.8773 2.6666
H -4.4593 -0.5435 5.8694
H -4.2379 -2.1953 6.4833
H -5.8229 -1.6499 5.9534
H -4.0646 -3.8520 1.4236
H -2.7893 -3.1640 0.4119
H -3.9105 -2.0879 1.1965
H -2.1378 -5.0453 2.7154
H -0.7808 -4.0094 3.1825
H -1.1375 -4.2499 1.4790
H -4.3005 -0.0367 2.2204
H -3.2759 1.2423 2.8760
H -4.3770 0.4134 3.9342
H -1.3623 -0.5255 1.7088
H -0.5670 -0.9537 3.2284
H -1.0997 0.6951 2.9756
O 0.1483 -0.9587 -2.1863
P 1.6133 -0.6585 -2.1591
N 2.0878 -1.3493 -0.6655
C 2.3006 -0.7071 0.6078
C 2.0027 -2.7979 -0.5900
N 1.5150 1.0607 -2.2219
C 2.1617 1.9673 -1.3014
C 0.2488 1.6324 -2.6695
N 3.1779 -0.6493 -2.7875
C 4.4104 -0.9081 -2.0746
C 3.3679 -0.0238 -4.0965
H 3.2808 -0.9905 1.0188
H 1.5338 -0.9831 1.3418
H 2.3113 0.3769 0.5530
H 2.7798 -3.2744 -1.2060
H 1.0291 -3.1621 -0.9328
H 2.1426 -3.1443 0.4326
H 1.5924 2.0809 -0.3692
H 2.2481 2.9603 -1.7536
H 3.1830 1.6625 -1.0666
H -0.5006 1.6546 -1.8692
H -0.1573 1.0686 -3.5031
H 0.4136 2.6558 -3.0180
H 4.6652 -0.0986 -1.3834
H 5.2344 -1.0082 -2.7839
H 4.3837 -1.8453 -1.5216
H 3.6570 1.0258 -3.9983
H 2.4513 -0.0667 -4.6834
H 4.1359 -0.5421 -4.6752
O 5.2507 2.7848 -5.4963
P 6.2176 3.6403 -6.2496
N 7.3308 2.4804 -6.8408
C 8.6226 2.1043 -6.3203
C 6.8020 1.5576 -7.8317
N 6.7607 4.6142 -4.9360
C 8.1422 4.8279 -4.5679
C 5.9237 4.6297 -3.7389
N 6.6507 4.8138 -7.3815
C 7.7796 4.7849 -8.2881
C 6.0274 6.1285 -7.2464
H 9.3802 2.1369 -7.1163
H 8.6181 1.0918 -5.8990
H 8.9782 2.7730 -5.5439
H 6.6197 2.0644 -8.7904
H 5.8590 1.1101 -7.5020
H 7.5030 0.7469 -8.0231
H 8.5402 3.9980 -3.9696
H 8.2321 5.7359 -3.9642
H 8.7841 4.9881 -5.4358
H 6.0894 3.7480 -3.1079
H 4.8715 4.6693 -4.0021
H 6.1455 5.5231 -3.1495
H 8.7319 4.9149 -7.7651
H 7.6901 5.5921 -9.0175
H 7.8225 3.8673 -8.8712
H 6.6539 6.8057 -6.6578
H 5.0602 6.0508 -6.7522
H 5.8465 6.5791 -8.2247
```

Results
- Charge: -1
- HOMO level: -4.16 eV
- E: -148516.699 eV

---

Record 2
Entry from OMol25: 12 unconnected molecules or ions with the total composition C21H66N2O12 (ωB97M-V/def2-TZVPD).

```
101
Properties=species:S:1:pos:R:3
N -6.1790 23.3800 -9.7020
C -6.3880 23.6410 -10.9630
N -5.3680 23.9710 -11.7010
O -7.6790 23.8050 -11.4240
H -6.9540 23.5600 -9.0520
H -5.3200 23.5320 -9.2150
H -5.5740 24.2420 -12.6600
H -4.4090 23.7320 -11.3890
C -7.7600 28.1450 -13.4170
C -6.8760 27.0860 -12.8840
O -6.9340 27.1140 -11.4520
H -7.4410 29.1400 -13.2040
H -8.7900 28.0740 -12.9840
H -7.9350 28.0600 -14.4660
H -5.8120 27.1900 -13.2620
H -7.1850 26.0560 -13.1210
H -7.6340 26.5400 -11.1250
C -3.1290 26.9160 -12.2760
C -2.7840 26.6270 -13.7010
O -3.8090 27.2000 -14.5210
H -3.9850 26.2910 -12.0410
H -3.5050 27.8800 -12.1010
H -2.2680 26.7930 -11.5820
H -2.6730 25.6410 -14.0130
H -1.8850 27.1320 -13.9140
H -3.4020 27.4620 -15.3250
C -1.5020 21.7610 -11.2340
C -2.3740 22.9490 -11.7230
O -2.8350 23.7800 -10.7250
H -1.1960 21.1110 -12.0150
H -1.9600 21.1970 -10.4300
H -0.6030 22.1330 -10.7870
H -3.1360 22.5610 -12.3790
H -1.7630 23.5750 -12.3470
H -2.1130 24.4040 -10.5440
C -8.3040 24.2290 -15.4780
C -8.6520 23.3260 -14.2720
O -9.3890 24.0970 -13.3630
H -9.1150 24.4050 -16.2120
H -7.6370 23.7300 -16.2000
H -7.7800 25.1000 -15.0960
H -7.7800 22.9560 -13.7530
H -9.2310 22.4560 -14.4590
H -8.9190 24.0170 -12.5560
C -4.3890 20.5900 -14.3840
C -3.6010 19.6490 -13.5310
O -4.3210 19.1090 -12.4660
H -3.7350 21.3050 -14.8210
H -5.0650 21.2840 -13.8180
H -4.9210 20.1250 -15.2430
H -2.7530 20.1350 -13.1110
H -3.2610 18.8530 -14.1870
H -5.0060 18.6300 -12.8670
C -4.5630 20.9060 -19.2050
C -4.3850 21.9430 -18.1460
O -5.0400 23.1720 -18.3980
H -4.2590 21.2540 -20.1660
H -5.5990 20.5640 -19.2860
H -3.8690 20.1350 -18.9810
H -3.3220 22.1030 -17.9680
H -4.7120 21.4810 -17.2020
H -4.6890 23.3750 -19.2810
C -7.7220 20.6220 -16.6700
C -8.0280 19.8840 -15.3150
O -8.0880 18.5110 -15.6180
H -7.6250 21.6730 -16.5030
H -8.5290 20.5570 -17.3590
H -6.8430 20.2890 -17.1900
H -8.9680 20.1360 -14.8320
H -7.1930 20.0890 -14.5660
H -8.9300 18.1690 -15.8860
C -2.2380 25.3580 -17.6900
C -2.5050 26.8370 -17.8990
O -1.9250 27.5270 -16.8030
H -1.1790 25.1140 -17.5070
H -2.4770 24.7380 -18.5090
H -2.7450 24.9350 -16.8590
H -3.5530 27.1160 -18.0540
H -1.9790 27.0590 -18.8290
H -0.9590 27.4870 -16.9140
C -6.4430 26.8910 -17.2680
C -6.7530 26.0170 -18.5610
O -5.5790 25.7650 -19.2910
H -5.6480 26.4270 -16.7110
H -7.3460 26.8960 -16.6430
H -6.1040 27.9350 -17.4910
H -7.5180 26.3790 -19.2490
H -7.1280 25.0480 -18.1730
H -5.1300 25.1030 -18.8130
C -4.7430 23.8690 -15.1810
O -5.2170 24.8850 -14.3480
H -3.8030 23.5240 -14.8020
H -4.7060 24.1540 -16.1700
H -5.4350 23.0990 -15.2110
H -4.7130 25.7070 -14.5040
C -1.3020 22.9890 -15.3830
O -1.0870 21.8890 -14.5560
H -0.4690 23.2770 -15.9730
H -1.5620 23.9140 -14.8130
H -2.0590 22.7500 -16.1940
H -0.6670 21.1960 -15.0520
```

Results
- Charge: 0
- Relative energy (zero: lowest compared OMol25 entry of this formula, charge and spin): 0.0 kJ/mol
- HOMO level: -8.70 eV
- E: -50393.063 eV
- Structure (SMILES): NC(N)=O.CCO.CCO.CCO.CCO.CCO.CCO.CCO.CCO.CCO.CO.CO